{
  "formula": "C31H28AuClF5N3Se",
  "method": "the ωB97M-V functional and the def2-TZVPD basis",
  "total_energy_ev": -132219.5011,
  "homo_ev": -7.6,
  "gap_ev": 7.130,
  "elements": ["Au", "C", "C", "C", "C", "C", "C", "C", "C", "N", "C", "C", "C", "C", "N", "C", "C", "C", "C", "C", "C", "C", "C", "H", "H", "H", "H", "H", "H", "H", "H", "H", "H", "H", "H", "H", "H", "H", "H", "H", "H", "H", "H", "H", "H", "H", "H", "Cl", "C", "C", "C", "C", "N", "C", "H", "H", "H", "H", "F", "C", "C", "F", "C", "F", "C", "Se", "C", "F", "C", "F"],
  "xyz": [[11.90538, 13.17364, 6.50627], [14.89980, 11.14890, 5.05910], [15.58953, 10.67363, 6.31891], [16.38925, 9.55790, 6.42588], [17.06234, 9.10613, 7.53366], [16.77483, 9.76845, 8.72077], [15.92571, 10.83707, 8.74946], [15.46269, 11.49719, 10.03153], [15.31752, 11.31663, 7.56283], [14.53764, 12.50362, 7.58954], [15.06808, 13.64891, 7.43969], [16.55120, 13.86852, 7.35201], [14.19421, 14.88919, 7.52684], [14.80049, 16.10202, 8.08364], [12.97959, 14.88971, 7.16319], [12.13891, 16.02885, 7.16226], [11.13631, 16.15134, 8.19743], [10.99731, 15.13618, 9.28019], [10.27152, 17.22556, 8.16129], [10.44620, 18.17000, 7.16390], [11.40664, 18.06101, 6.14548], [12.27761, 16.96777, 6.12126], [13.31084, 16.70214, 5.04179], [14.92377, 10.35313, 4.30618], [15.45523, 12.02072, 4.63320], [13.83765, 11.45386, 5.14607], [16.46966, 8.98659, 5.49784], [17.61766, 8.18893, 7.50989], [17.25908, 9.46754, 9.68237], [15.99401, 11.04585, 10.87355], [14.37570, 11.33988, 10.12287], [15.65444, 12.56664, 10.14228], [16.99232, 12.87972, 7.11231], [16.92118, 14.14972, 8.34246], [16.81872, 14.58296, 6.57141], [15.76282, 16.39655, 7.64553], [14.97133, 15.89917, 9.12990], [14.09869, 16.97355, 8.09154], [10.69793, 14.14137, 8.92248], [10.26056, 15.47318, 9.94635], [11.89922, 14.98105, 9.87853], [9.49310, 17.35810, 8.88802], [9.77221, 19.01541, 7.13115], [11.46926, 18.82507, 5.42007], [13.48047, 17.58479, 4.44700], [13.03808, 15.80531, 4.44487], [14.26902, 16.50890, 5.58154], [7.36626, 13.74229, 9.49018], [6.97091, 13.98617, 7.83855], [5.66831, 13.86758, 7.40064], [5.38537, 14.08133, 6.07154], [6.39361, 14.39858, 5.20177], [7.68093, 14.54930, 5.61103], [7.95136, 14.30754, 6.89691], [4.85675, 13.53483, 8.02383], [4.35982, 13.96738, 5.68715], [6.30389, 14.50109, 4.13971], [8.96179, 14.52502, 7.19519], [14.44458, 6.94025, 7.79549], [13.66030, 7.91348, 7.38304], [13.35690, 7.99170, 6.00742], [13.94762, 7.10562, 5.18480], [12.60622, 9.00982, 5.49939], [12.37077, 9.01793, 4.15912], [12.08305, 10.01325, 6.35290], [10.75376, 11.25907, 5.69710], [12.44624, 9.91349, 7.67727], [11.91742, 10.79108, 8.56476], [13.18322, 8.89165, 8.21999], [13.49858, 8.78382, 9.52804]],
  "forces_ev_per_angstrom": [[0.20, 0.14, -0.07], [0.55, 0.25, -0.66], [-1.54, 1.15, 2.05], [0.31, -0.96, -2.38], [-1.02, 0.45, 0.70], [1.35, -0.79, 1.16], [-1.64, 1.81, -0.25], [0.26, -0.46, 0.41], [1.39, -0.18, -0.88], [-0.38, 0.17, -0.12], [-0.25, -0.36, 0.48], [0.09, -1.01, -0.33], [-0.04, -0.22, -0.36], [0.02, 1.68, 0.51], [-0.58, -1.45, -0.34], [-1.24, 1.11, 0.95], [1.35, -0.59, -1.12], [0.90, -0.84, -0.39], [0.81, 0.32, -0.87], [-0.02, 0.47, -0.87], [-0.29, -1.04, 1.51], [-0.41, -0.52, 0.33], [0.34, -0.31, 1.20], [0.10, 0.14, 0.04], [-0.39, -0.53, 0.22], [0.69, -0.11, 0.40], [0.25, 0.00, 0.14], [0.34, -0.10, -0.04], [-0.53, 0.12, -0.91], [-0.31, -0.15, 0.04], [0.37, 0.08, 0.20], [0.01, 0.06, -0.46], [-0.01, 0.71, 0.07], [0.13, 0.28, -0.22], [0.09, 0.09, 0.27], [-0.31, -0.19, 0.03], [0.39, -0.10, 0.56], [0.61, -0.77, -0.31], [0.08, 0.17, -0.12], [-1.14, 0.35, 1.00], [0.16, 0.07, -0.21], [-0.17, -0.10, 0.29], [0.01, 0.10, 0.01], [0.09, 0.64, -0.80], [-0.16, 0.13, -0.47], [0.24, 0.63, 0.24], [-0.50, -0.03, -0.77], [0.19, -0.06, 0.32], [-0.08, 0.00, -0.75], [-0.17, -0.34, 0.17], [-1.08, -0.13, -0.87], [2.09, 0.12, 0.41], [-0.85, -0.55, 0.37], [-0.41, 0.91, -0.34], [0.04, 0.12, 0.50], [0.55, 0.04, 0.32], [-0.57, 0.17, -0.36], [0.35, -0.29, 0.20], [0.30, -0.41, 0.40], [-0.50, 0.45, -1.57], [1.03, -0.58, 0.58], [-0.25, 0.05, 0.15], [-0.84, 0.90, -0.16], [0.13, 0.11, 1.04], [-0.07, -0.85, -1.05], [0.32, -0.17, 0.09], [-1.27, 0.99, 0.85], [0.31, -0.18, -0.16], [0.97, -1.12, 0.38], [-0.39, 0.49, -0.39]]
}